12
Properties=species:S:1:pos:R:3:forces:R:3:lowdin_charge:R:1 method="wB97M-V/def2-TZVPD" energy_ha=-306.3615 homo_energy_ha="-0.297 / -0.294"
O 1.7878 -0.9237 -0.3572 -0.33 -0.06 -0.19 -0.0216
C 1.0872 -0.2810 0.6296 -0.17 -0.18 0.63 -0.1786
C -0.4160 -0.3608 0.8309 0.17 -0.04 0.11 -0.2362
C -1.0783 0.1926 -0.4013 0.19 0.06 0.11 -0.1536
C 0.0485 1.1595 -0.8498 -0.68 0.73 -0.58 -0.1842
O -0.0297 2.0100 -1.6736 0.54 -0.77 0.91 0.1050
H 1.6056 -0.5160 1.5860 -0.07 0.78 -0.54 0.1173
H -0.5737 0.3175 1.6774 -0.17 -0.20 -0.03 0.1174
H -0.7565 -1.3579 1.1285 0.03 -0.04 -0.06 0.1181
H -1.2651 -0.5650 -1.1721 0.18 0.22 -0.01 0.1231
H -2.0008 0.7604 -0.2376 0.11 -0.13 -0.04 0.1169
H 1.5908 -0.4357 -1.1607 0.19 -0.38 -0.31 0.0764

32
Properties=species:S:1:pos:R:3:forces:R:3:lowdin_charge:R:1 method="wB97M-V/def2-TZVPD" energy_ha=-596.7894 homo_energy_ha=-0.341 smiles=CCCN(C)CCO.O.O.O
C -1.9768 0.6930 0.3997 -2.09 -0.55 0.38 -0.2209
C -3.1126 0.0550 -0.6070 0.57 0.66 -0.40 -0.1157
C -1.1405 -0.4934 0.9860 2.27 0.45 -3.18 -0.2286
N 0.3133 -0.1234 1.0205 -0.55 -0.95 1.69 -0.2776
C 0.4968 1.0393 1.9511 -1.41 0.60 -1.89 -0.0858
C 1.1334 -1.3559 1.5065 0.87 4.05 -2.77 -0.0716
C 2.4561 -1.2502 0.5022 1.55 0.67 3.46 -0.1868
O 2.4684 -0.0350 -0.2066 0.18 1.71 1.10 -0.1406
H -2.4413 1.3049 1.3273 0.72 -1.42 -2.25 0.1382
H -1.4038 1.4630 -0.1862 -0.24 -1.06 0.48 0.0747
H -3.8505 -0.6994 -0.1675 1.21 1.17 -0.17 0.0740
H -3.7130 0.9382 -1.0254 0.76 -1.47 0.35 0.0706
H -2.5582 -0.5200 -1.4745 -1.04 1.31 1.65 0.0852
H -1.0823 -1.4650 0.3381 -0.98 1.84 1.07 0.1487
H -1.4807 -0.6538 1.9588 -0.78 -0.85 1.74 0.0802
H 0.2731 2.0166 1.3927 0.18 -1.31 0.64 0.0985
H 1.5121 1.1601 2.2897 0.32 -0.33 0.49 0.0747
H -0.2652 0.9674 2.7430 0.64 0.15 0.36 0.0858
H 0.6395 -2.2155 1.2106 -1.17 -1.69 -0.27 0.0679
H 1.1644 -1.2395 2.5775 0.98 -0.44 0.38 0.1019
H 3.4502 -1.2147 1.1530 -1.94 -0.82 -1.21 0.1371
H 2.4832 -2.0470 -0.2413 -0.10 -0.02 0.30 0.1074
H 2.3746 0.7168 0.4679 0.30 -1.69 -1.62 0.1115
H 0.7148 -0.0756 -0.9919 0.24 0.53 1.16 0.0045
H -0.2662 0.2636 -2.0841 -5.12 4.30 -1.64 -0.0385
O 0.3787 -0.2673 -1.8596 4.53 -4.20 0.51 0.0127
H -0.2167 3.2059 -0.9894 -2.10 -1.43 1.95 -0.0350
H 1.0824 2.9477 -1.6817 2.14 -2.27 -0.38 -0.0056
O 0.4168 3.5521 -1.5398 -0.03 3.64 -1.58 0.0249
H 0.0446 -2.4524 -3.2162 -0.82 0.04 -0.17 0.0054
H 1.1376 -1.7037 -2.5288 -0.19 0.18 -0.14 -0.0219
O 0.9678 -2.5120 -3.0246 1.11 -0.79 -0.06 -0.0752

9
Properties=species:S:1:pos:R:3:forces:R:3:lowdin_charge:R:1 method="wB97M-V/def2-TZVPD" energy_ha=-759.8106 homo_energy_ha="-0.368 / -0.369"
C 0.9557 -0.8167 0.2893 1.82 -0.04 -0.09 -0.5867
N -0.2549 1.1152 -0.2021 2.93 0.45 -0.24 -0.0463
N -0.1693 -0.0414 0.1482 -4.14 0.58 -0.16 -0.0952
O -2.0169 -1.6082 -0.2425 0.26 0.22 0.08 -0.0725
O -1.4955 1.6114 -0.3062 -1.32 -0.95 0.43 0.0159
Cl 2.5107 0.0203 -0.1579 -0.20 -0.30 0.11 0.5006
H 1.0433 -1.1343 1.3312 -0.02 0.10 -0.17 0.0890
H 0.8445 -1.6998 -0.3454 0.11 0.21 0.05 0.0834
H -1.4175 2.5536 -0.5147 0.55 -0.27 -0.01 0.1118

24
Properties=species:S:1:pos:R:3:forces:R:3:lowdin_charge:R:1 method="wB97M-V/def2-TZVPD" energy_ha=-3050.1582 homo_energy_ha="-0.259 / -0.259"
C -0.1251 -3.6813 0.3968 2.31 -2.95 0.33 -0.1198
C -0.8051 -2.7310 -0.3360 -4.88 0.94 0.23 -0.0899
C 1.2157 -3.2778 0.3861 1.08 0.37 2.22 -0.1182
C -0.0366 -1.6036 -0.5144 1.26 -1.09 -0.03 -0.2694
C -0.3699 -0.3145 -1.0438 0.12 1.77 2.78 -0.1254
C -1.0237 1.0225 0.7027 1.47 -0.04 -1.45 -0.5980
C -0.4678 2.2804 0.1352 2.16 -0.80 -1.38 -0.4836
C 0.5770 3.0394 0.9990 -3.21 -0.07 0.83 -0.0566
N 1.2206 -1.9562 -0.0239 -0.36 -0.39 -0.77 0.0534
N 0.5567 0.6097 -1.4050 -0.25 1.70 -1.31 -0.0560
N 0.1245 1.9908 -1.3029 1.66 -1.60 1.04 -0.0092
Br -2.8959 1.0252 0.3932 -0.53 -0.49 0.80 0.6707
H -0.4178 -4.7007 0.8360 0.13 1.90 -1.09 0.1252
H -1.9757 -2.7564 -0.4702 2.66 0.15 -0.01 0.1522
H 2.1810 -3.7231 0.8829 -2.27 0.91 -1.17 0.1425
H -1.3350 -0.1636 -1.4692 -0.61 -0.18 -0.26 0.0796
H -0.4745 0.7482 1.6321 -1.49 -0.30 -0.34 0.0758
H -1.1807 2.9972 -0.1198 -1.51 0.96 -0.28 0.0656
H -0.0855 3.7551 1.5664 0.76 -0.72 0.00 0.0923
H 1.1756 3.6950 0.4332 1.28 0.18 -0.72 0.0489
H 1.0106 2.3698 1.7216 0.86 0.04 0.09 0.0564
H 2.0197 -1.3543 -0.0458 0.24 -0.08 0.00 0.1343
H 1.5518 0.4434 -1.2627 -0.62 0.36 0.17 0.1284
H -0.4398 2.2862 -2.0917 -0.26 -0.54 0.32 0.1006

57
Properties=species:S:1:pos:R:3:forces:R:3:lowdin_charge:R:1 method="wB97M-V/def2-TZVPD" energy_ha=-1145.3530 charge=+1 homo_energy_ha=-0.418
C -2.8359 -0.5100 -2.3749 5.87 -3.11 -6.91 -0.0860
H -2.8624 -0.9365 -3.4577 -1.11 1.01 1.19 0.1350
H -3.7135 -0.3349 -2.0358 -6.02 0.37 2.47 0.0094
H -2.3916 0.4466 -2.5931 0.87 0.31 0.47 0.0833
C -1.9572 -1.6067 -1.7891 -2.73 4.45 5.86 -0.2456
C -2.7122 -2.8713 -1.3743 3.17 -0.81 -4.63 -0.0490
H -2.0683 -3.6614 -0.8586 -0.97 0.90 -1.06 0.1051
H -3.0413 -3.1329 -2.5033 0.52 -0.58 2.63 0.1521
H -3.5645 -2.6742 -0.8532 -2.23 0.56 1.48 0.0200
H -1.0196 -1.6089 -2.2157 1.72 -0.55 -1.08 0.0836
C -1.6811 -0.5339 -0.2795 1.53 -4.25 -1.54 -0.0170
C -2.9607 -0.3329 0.3778 3.93 -9.43 2.32 -0.3007
N -3.3807 -1.5045 1.1695 -1.98 8.96 -0.47 0.1747
N -4.4460 -0.6582 1.8561 -1.14 -7.25 0.53 0.0607
N -4.6101 0.4181 1.2746 -11.34 -0.61 10.05 0.0176
N -3.6757 0.6663 0.6743 10.52 4.63 -9.87 -0.1833
C -3.4621 1.8337 -0.0294 -2.38 5.96 -1.77 -0.0258
C -2.1573 2.5068 0.0787 1.74 1.82 2.50 -0.2661
C -1.3341 3.2758 0.9465 -10.42 -4.39 2.83 -0.1307
C -0.1993 3.5637 0.5994 9.02 1.00 -8.28 -0.0186
C -0.2191 3.0900 -0.9014 -2.08 1.45 8.53 0.0254
O -1.4607 2.5978 -0.9584 3.35 -2.14 -8.41 0.0036
H 0.5517 3.2777 -1.5363 1.04 -0.09 -2.84 0.0800
H 0.5601 4.0687 1.1687 0.18 0.12 -0.31 0.1233
H -1.7993 3.5295 1.7588 -1.91 1.43 5.31 0.0792
H -4.1252 2.6570 0.4387 0.22 -1.64 -0.73 0.1849
H -3.7897 1.7365 -1.1324 0.68 0.26 1.75 0.1761
H -1.0264 0.3415 -0.5443 -0.56 -1.22 0.54 0.1359
N -0.8778 -1.6517 0.7085 4.22 8.05 -4.43 0.0272
H -1.4273 -2.3993 0.9303 -2.14 -2.20 1.01 0.0784
C 0.4256 -2.1041 -0.0678 -2.16 -5.58 -0.39 -0.0512
H 0.7735 -2.9774 0.5606 -0.01 1.19 -0.18 0.1502
C 1.5180 -1.1132 -0.2269 -0.72 -4.86 2.72 -0.2579
N 1.8441 -0.7343 1.0136 0.73 4.65 7.39 -0.0549
C 0.7022 0.0009 1.6335 6.21 8.64 -0.60 -0.2386
C -0.3392 -0.7447 1.9009 -8.12 -10.06 4.09 -0.1836
H 0.0187 -1.7181 2.3608 0.15 1.41 1.10 0.1569
H -1.2447 -0.4535 2.5976 1.79 0.00 -1.91 0.1853
H 0.3538 0.9588 1.0384 0.94 -1.44 0.39 0.1371
H 0.9125 0.5963 2.6967 0.15 -1.83 -2.55 0.2167
C 3.2054 0.0526 1.2568 -9.76 5.41 -3.41 -0.2868
C 4.1959 -0.7388 1.1583 8.69 -8.66 -10.18 -0.1798
C 5.1415 -0.1899 -0.0926 3.79 1.21 -0.13 -0.1369
H 5.7568 -1.0158 -0.6730 -1.31 1.51 1.23 0.1307
C 4.1809 0.7349 -1.0585 5.33 -3.77 0.49 -0.2081
H 4.9561 1.3936 -1.5503 -1.65 -0.30 0.44 0.1417
H 3.8591 -0.0777 -1.6645 -1.11 0.07 -1.21 0.0868
C 3.4313 1.0911 0.0718 -7.23 8.07 1.60 -0.2125
H 3.7593 2.2119 0.4007 -0.31 -2.90 -0.04 0.1632
H 2.2189 1.6021 -0.3616 2.89 -1.65 1.40 0.1656
H 5.9718 0.5687 0.3229 -1.67 -1.70 -0.68 0.1342
H 4.8791 -0.9188 1.8110 3.51 -1.16 4.94 0.0627
H 4.1893 -1.7286 0.4770 -1.41 1.27 2.32 0.1776
H 3.2132 0.4859 2.1948 -0.99 1.34 1.79 0.1386
H 1.2343 -0.4564 -0.8356 -2.01 6.09 -5.29 0.0569
H 2.3947 -1.5373 -0.4937 2.43 -2.22 -2.27 0.1103
H 0.1351 -2.7808 -1.0157 0.30 2.26 1.77 0.1627

21
Properties=species:S:1:pos:R:3:forces:R:3:lowdin_charge:R:1 method="wB97M-V/def2-TZVPD" energy_ha=-324.5812 charge=+1 homo_energy_ha=-0.442
N 0.9593 1.2919 0.3701 0.11 -0.37 0.25 0.0591
C 5.5597 -0.3922 -0.3732 -0.03 0.71 -0.08 -0.0725
C 4.2416 -0.4472 -0.3258 -0.74 -0.79 -0.04 -0.1079
N -1.3920 -0.0966 0.2888 -1.66 -0.43 0.11 0.2890
C -2.6167 0.3365 0.7598 0.70 1.84 0.69 -0.2044
C -3.7433 -0.5347 0.0520 -0.27 -0.56 -1.08 -0.1553
N -3.4769 -0.4573 -1.3977 0.48 -0.62 1.35 0.0901
H 0.3445 0.9553 1.1112 0.15 -0.15 -0.06 -0.0056
H 0.4135 1.7387 -0.3506 0.05 0.17 -0.11 0.0197
H 1.6066 1.9417 0.7976 -0.06 0.27 -0.09 0.0421
H 6.1841 -0.7095 0.4507 0.02 -0.44 -0.17 0.0496
H 6.0425 0.1004 -1.2092 0.12 0.12 0.16 0.0492
H 3.7040 -1.0688 0.3870 0.25 0.36 0.42 0.0376
H 3.5687 -0.0255 -1.0641 0.36 0.05 -0.29 0.0327
H -1.1766 -0.9697 0.8084 0.47 0.21 -0.04 0.1385
H -2.7297 0.2654 1.8510 -0.21 -0.58 -0.07 0.1594
H -2.8365 1.3624 0.4468 0.21 -0.08 -0.26 0.1425
H -4.7324 -0.1321 0.2733 0.15 0.11 0.15 0.1317
H -3.6543 -1.5159 0.5122 0.21 -0.12 -0.06 0.1250
H -2.4837 -0.3226 -1.5446 0.05 -0.10 -0.48 0.0650
H -3.7824 -1.3203 -1.8438 -0.36 0.40 -0.33 0.1144